[1]
119
Properties=species:S:1:pos:R:3 method="wB97M-V/def2-TZVPD" orbital_gap_ha=0.0912 relative_energy_kj_mol=425.7 homo_ev=-1.447 total_energy_ev=-130688.143 charge=-1 molar_mass_da=1006.17 lumo_ev=1.034
Sc 0.14 -21.20 0.73
C 5.95 -18.44 5.31
C 5.87 -19.47 4.16
C 4.39 -19.69 3.75
P 6.67 -19.19 2.50
C 6.58 -17.34 2.07
C 7.32 -17.06 0.73
C 5.16 -16.72 2.07
C 8.39 -19.56 2.61
C 9.01 -18.82 3.65
C 10.26 -19.19 4.12
C 10.66 -18.71 5.46
C 11.04 -20.09 3.33
C 10.40 -20.93 2.48
C 9.05 -20.66 2.14
N 8.31 -21.63 1.53
C 8.69 -22.18 0.36
C 9.34 -21.39 -0.66
C 9.23 -21.85 -1.97
C 8.89 -23.21 -2.23
C 8.94 -23.74 -3.61
C 8.45 -23.98 -1.14
C 8.12 -23.46 0.10
P 7.17 -24.16 1.50
C 6.04 -25.40 0.64
C 5.10 -26.08 1.73
C 5.16 -24.76 -0.43
C 8.54 -25.18 2.33
C 9.81 -25.59 1.54
C 8.89 -24.36 3.60
H 5.83 -19.03 6.27
H 5.14 -17.70 5.30
H 6.92 -17.94 5.39
H 6.36 -20.46 4.37
H 3.77 -19.80 4.62
H 4.24 -20.68 3.26
H 4.00 -18.87 3.12
H 7.12 -16.82 2.86
H 7.05 -17.76 -0.10
H 8.41 -17.22 0.90
H 7.17 -16.02 0.42
H 5.16 -15.76 2.60
H 4.48 -17.45 2.54
H 4.79 -16.59 1.04
H 8.54 -17.90 4.06
H 10.58 -19.42 6.31
H 9.95 -17.92 5.71
H 11.59 -18.16 5.49
H 12.12 -20.08 3.53
H 10.90 -21.78 2.04
H 9.71 -20.42 -0.40
H 9.54 -21.25 -2.79
H 9.80 -23.42 -4.20
H 7.97 -23.62 -4.06
H 9.07 -24.82 -3.49
H 8.31 -25.05 -1.29
H 6.57 -26.20 0.09
H 4.74 -25.25 2.30
H 5.63 -26.86 2.30
H 4.21 -26.60 1.32
H 4.02 -24.70 -0.18
H 5.24 -25.31 -1.38
H 5.45 -23.74 -0.59
H 8.08 -26.14 2.62
H 10.43 -24.72 1.33
H 9.55 -26.04 0.58
H 10.37 -26.36 2.16
H 8.45 -24.68 4.51
H 8.61 -23.36 3.46
H 9.96 -24.31 3.69
C -3.85 -16.96 1.38
N -2.76 -17.83 1.58
C -1.79 -17.44 2.67
P -2.18 -18.69 0.34
O -0.81 -19.18 0.72
O -3.25 -19.95 0.22
P -3.23 -21.50 0.65
O -1.76 -21.94 0.88
N -4.02 -22.30 -0.52
C -3.43 -23.53 -1.15
C -5.03 -21.50 -1.28
N -4.15 -21.85 1.96
C -5.64 -21.85 1.89
C -3.56 -22.34 3.20
N -2.34 -18.10 -1.17
C -2.13 -19.02 -2.32
C -2.25 -16.72 -1.50
H -3.54 -15.96 1.04
H -4.50 -16.82 2.22
H -4.48 -17.39 0.57
H -0.79 -17.48 2.34
H -1.93 -18.06 3.56
H -1.96 -16.37 2.87
H -4.17 -23.93 -1.80
H -3.06 -24.20 -0.41
H -2.65 -23.22 -1.82
H -5.32 -20.57 -0.79
H -5.96 -22.07 -1.46
H -4.67 -21.21 -2.26
H -6.13 -20.87 2.06
H -6.07 -22.44 2.75
H -5.96 -22.38 0.98
H -3.96 -21.78 4.04
H -2.50 -22.15 3.13
H -3.75 -23.37 3.29
H -1.12 -19.46 -2.20
H -2.21 -18.39 -3.19
H -2.81 -19.85 -2.21
H -1.71 -16.10 -0.76
H -3.24 -16.31 -1.73
H -1.63 -16.62 -2.38
Te 5.81 -20.89 0.96
O 0.80 -21.10 2.57
O 0.68 -22.51 2.10
F 1.97 -20.68 -2.60
B 1.92 -21.52 -1.50
F 0.59 -22.05 -1.21
F 2.69 -22.67 -1.58
F 2.05 -20.74 -0.26

***

[2]
10
Properties=species:S:1:pos:R:3 method="wB97M-V/def2-TZVPD" spin_multiplicity=2 orbital_gap_ha="0.2430 / 0.2865" homo_ev="-11.497 / -13.237" total_energy_ev=-57328.513 charge=+1 molar_mass_da=158.91 lumo_ev="-4.883 / -5.440"
H -0.07 -0.64 -2.62
O 0.14 -0.31 0.75
C -0.48 -0.15 -0.41
C -1.75 -0.46 -0.71
C 0.22 -0.91 -1.59
O 1.27 -1.50 -1.37
Cu 2.02 -1.46 0.58
Mg -0.54 -0.04 2.57
H -2.50 -0.64 0.07
H -1.96 0.52 -1.30

***

[3]
63
Properties=species:S:1:pos:R:3 method="wB97M-V/def2-TZVPD" spin_multiplicity=6 orbital_gap_ha="0.2448 / 0.2124" homo_ev="-12.244 / -13.472" total_energy_ev=-75016.517 charge=+2 molar_mass_da=844.76 lumo_ev="-5.584 / -7.693"
Ir -0.43 -0.59 0.00
C -1.07 3.87 -3.11
S 0.66 3.46 -3.45
C 0.79 1.98 -2.46
S 1.54 2.59 -1.07
N 0.38 0.87 -2.91
N 0.50 -0.22 -2.05
C 1.08 -1.23 -2.56
C 1.17 -2.50 -1.80
C 1.72 -3.63 -2.39
C 1.76 -4.81 -1.67
C 1.25 -4.82 -0.38
C 0.71 -3.65 0.13
N 0.67 -2.52 -0.56
H -1.26 4.81 -3.61
H -1.22 4.00 -2.04
H -1.72 3.09 -3.52
H 1.51 -1.19 -3.56
H 2.11 -3.57 -3.40
H 2.19 -5.70 -2.10
H 1.26 -5.72 0.22
H 0.30 -3.61 1.14
C 4.48 -0.40 -0.26
C 3.92 -0.91 1.02
N 4.69 -1.61 1.82
C 4.15 -2.07 2.96
C 2.81 -1.88 3.37
C 2.35 -2.46 4.69
O 1.12 -3.16 4.53
C 1.97 -1.17 2.55
C 0.61 -0.84 3.00
N -0.36 -0.50 2.24
C -1.60 -0.16 2.88
C -2.04 -0.83 4.01
C -3.22 -0.46 4.63
C -3.98 0.58 4.11
C -3.56 1.24 2.96
C -2.39 0.85 2.35
I -1.80 1.79 0.58
C 2.51 -0.64 1.32
O 1.84 0.03 0.51
H 5.56 -0.52 -0.27
H 4.20 0.64 -0.43
H 4.06 -0.97 -1.10
H 4.82 -2.63 3.60
H 2.18 -1.65 5.41
H 3.12 -3.09 5.11
H 1.28 -4.10 4.61
H 0.46 -0.84 4.07
H -1.47 -1.67 4.40
H -3.55 -0.99 5.51
H -4.90 0.88 4.60
H -4.15 2.05 2.56
N -4.93 -2.87 0.09
C -4.08 -2.62 -1.13
C -2.79 -1.97 -0.63
O -1.99 -1.55 -1.48
O -2.62 -1.93 0.61
H -5.28 -3.82 0.15
H -5.72 -2.23 0.15
H -4.27 -2.67 0.88
H -4.60 -1.99 -1.83
H -3.86 -3.58 -1.60

***

[4]
94
Properties=species:S:1:pos:R:3 method="wB97M-V/def2-TZVPD" orbital_gap_ha=0.3104 relative_energy_kj_mol=0.0 homo_ev=-11.053 total_energy_ev=-87644.899 charge=+1 molar_mass_da=780.99 lumo_ev=-2.607
Mg -2.86 1.59 1.60
Mg 1.07 -1.04 -1.91
O 1.08 -6.47 4.65
C 0.68 -6.05 3.61
O 0.82 -4.84 3.10
B 0.06 -4.73 1.87
O -0.40 -6.08 1.54
C -0.15 -6.88 2.59
O -0.48 -8.02 2.69
O 0.92 -4.17 0.78
C 0.26 -3.24 0.18
O 0.65 -2.57 -0.76
C -1.09 -3.03 0.89
O -1.06 -3.75 1.98
O -1.95 -2.31 0.46
N -4.63 0.01 -0.48
O -5.41 -0.91 -0.32
O -4.27 0.39 -1.60
O -4.17 0.63 0.53
N -0.18 0.26 0.54
O 0.62 -0.13 1.38
O 0.10 0.14 -0.68
O -1.32 0.64 0.86
C 2.58 1.11 3.47
N 3.24 1.52 2.18
O 2.62 2.25 1.42
O 4.37 1.15 2.00
H 3.12 1.63 4.26
H 2.68 0.03 3.50
H 1.55 1.44 3.38
C 3.46 -1.44 0.10
O 2.83 -0.78 -0.99
C 3.32 0.53 -1.25
C 3.06 0.87 -2.72
O 1.72 0.50 -3.05
C 1.34 0.96 -4.33
H 4.55 -1.43 0.02
H 3.18 -2.49 0.11
H 3.15 -0.95 1.03
H 4.40 0.65 -1.14
H 2.74 1.23 -0.63
H 3.78 0.26 -3.28
H 3.29 1.91 -2.92
H 2.04 0.64 -5.11
H 1.25 2.04 -4.36
H 0.37 0.56 -4.63
C -3.48 -0.92 3.21
O -2.89 0.39 3.12
C -1.94 0.65 4.15
C -1.80 2.15 4.27
O -1.85 2.70 2.94
C -0.68 3.49 2.64
H -4.25 -1.04 2.45
H -4.01 -1.02 4.16
H -2.73 -1.69 3.07
H -0.99 0.19 3.86
H -2.31 0.19 5.07
H -0.84 2.33 4.76
H -2.57 2.62 4.89
H 0.16 2.84 2.42
H -0.49 4.14 3.50
H -0.86 4.13 1.78
C 1.10 3.83 -0.83
O -0.13 3.19 -0.55
C -1.20 3.80 -1.24
C -2.50 3.11 -0.90
O -2.93 3.22 0.47
C -3.29 4.58 0.78
H 1.11 4.89 -0.55
H 1.30 3.71 -1.90
H 1.88 3.35 -0.26
H -1.13 3.66 -2.33
H -1.16 4.86 -1.00
H -2.37 2.04 -1.08
H -3.24 3.50 -1.61
H -4.18 4.87 0.21
H -2.45 5.25 0.64
H -3.63 4.58 1.82
C -1.71 -0.95 -3.05
O -0.34 -1.36 -3.12
C -0.15 -2.34 -4.14
C 1.35 -2.55 -4.38
O 2.08 -2.36 -3.17
C 3.34 -3.01 -3.18
H -2.42 -1.77 -3.07
H -1.91 -0.26 -3.87
H -1.90 -0.38 -2.14
H -0.59 -1.97 -5.07
H -0.63 -3.28 -3.88
H 1.75 -1.95 -5.21
H 1.48 -3.60 -4.67
H 3.83 -2.77 -2.24
H 3.96 -2.60 -3.99
H 3.25 -4.09 -3.31

***

[5]
42
Properties=species:S:1:pos:R:3 method="wB97M-V/def2-TZVPD" orbital_gap_ha=0.2959 relative_energy_kj_mol=457.1 homo_ev=-7.898 total_energy_ev=-28443.421 smiles="O=C1[C@H]2CC(c3ccccc3)=NN2C=NN1CN1CCOCC1" charge=0 molar_mass_da=313.36 lumo_ev=0.154
O 1.54 -0.13 -2.61
N -0.99 1.65 -0.80
N -2.37 -1.61 -0.83
O 3.75 1.92 1.94
C 0.45 0.15 -2.14
C -1.93 0.75 -0.74
C -1.66 -2.69 -1.09
C -2.70 -6.63 0.30
C -1.49 -6.42 -0.42
C -3.50 -5.56 0.59
C -1.14 -5.15 -0.87
C -3.18 -4.29 0.11
C -2.01 -4.05 -0.65
N 0.19 1.40 -1.53
N 2.20 2.37 -0.48
N -1.83 -0.50 -1.37
C 1.24 2.40 -1.58
C 4.38 1.78 0.63
C 2.67 2.88 1.90
C -0.45 -2.32 -1.87
C 3.37 1.46 -0.52
C 1.62 2.43 0.87
C -0.72 -0.84 -2.28
H -2.83 0.96 -0.15
H -2.98 -7.60 0.68
H -0.84 -7.28 -0.63
H -4.37 -5.65 1.18
H -0.19 -5.04 -1.39
H -3.85 -3.42 0.34
H 1.80 2.35 -2.52
H 0.70 3.37 -1.59
H 5.12 0.94 0.66
H 4.96 2.66 0.37
H 2.17 2.96 2.87
H 3.01 3.87 1.60
H -0.29 -2.96 -2.75
H 0.44 -2.38 -1.20
H 3.91 1.46 -1.46
H 3.03 0.41 -0.30
H 1.18 1.49 1.15
H 0.77 3.12 0.90
H -1.08 -0.75 -3.30

***

[6]
13
Properties=species:S:1:pos:R:3 method="wB97M-V/def2-TZVPD" orbital_gap_ha=0.4096 relative_energy_kj_mol=23.5 homo_ev=-10.899 total_energy_ev=-9356.039 smiles="C=O.O.O.O" charge=0 molar_mass_da=84.07 lumo_ev=0.247
O 0.77 -2.20 1.24
C 0.39 -2.19 0.11
H 1.03 -2.03 -0.78
H -0.64 -2.35 -0.23
H 0.86 1.96 -1.07
H 0.72 0.85 -0.13
O 0.62 1.02 -1.09
H 0.95 -0.31 1.70
H 0.53 0.94 2.49
O 1.05 0.65 1.70
H -1.30 1.31 -1.30
H -2.75 0.84 -1.07
O -2.23 1.49 -1.57

***

[7]
11
Properties=species:S:1:pos:R:3 method="wB97M-V/def2-TZVPD" orbital_gap_ha=0.4279 relative_energy_kj_mol=151.4 homo_ev=-11.230 total_energy_ev=-8776.125 smiles=N#C[C@H](O)CO charge=0 molar_mass_da=87.08 lumo_ev=0.415
O 0.67 -1.69 -0.10
C -0.30 -0.73 0.23
C 0.36 0.64 0.07
O 0.71 0.96 -1.26
C -0.57 1.69 0.52
N -1.32 2.51 0.84
H 0.26 -2.56 -0.07
H -1.17 -0.79 -0.44
H -0.65 -0.82 1.27
H 1.25 0.65 0.72
H 0.74 0.15 -1.76

***

[8]
8
Properties=species:S:1:pos:R:3 method="wB97M-V/def2-TZVPD" orbital_gap_ha=0.4064 relative_energy_kj_mol=61.7 homo_ev=-10.360 total_energy_ev=-6233.668 smiles="CC(=O)O" charge=0 molar_mass_da=60.05 lumo_ev=0.699
C 0.96 0.07 -0.06
C -0.52 0.23 -0.07
H 1.12 -0.98 -0.28
H 1.30 0.30 1.08
H 1.39 0.94 -0.65
H -2.02 -0.92 0.01
O -1.09 -0.92 -0.02
O -1.15 1.29 -0.01

***

[9]
39
Properties=species:S:1:pos:R:3 method="wB97M-V/def2-TZVPD" orbital_gap_ha=0.3519 relative_energy_kj_mol=244.8 homo_ev=-9.007 total_energy_ev=-24870.757 smiles="CC(C)C[C@H](NC(=O)[C@@H](N)Cc1c[nH]cn1)C(=O)O" charge=0 molar_mass_da=268.32 lumo_ev=0.568
C -1.91 -1.75 -0.17
C -1.16 -1.28 1.14
C -3.16 -0.86 -0.47
C -2.82 0.59 -0.46
C -3.27 1.45 0.41
C -1.78 2.40 -0.89
C 1.02 -0.88 -0.08
C 1.16 -2.22 -0.68
C 2.36 -0.43 0.38
C 2.38 1.11 0.62
C 3.75 1.60 0.98
C 2.00 1.75 -0.73
H -1.59 -3.83 0.00
H -2.70 -3.24 1.01
H -1.31 -1.58 -1.08
H -3.63 -1.03 -1.42
H -3.87 -0.96 0.26
H -3.73 1.44 1.39
H -1.42 3.28 -1.53
H -2.82 3.58 0.32
H 0.62 -0.90 2.04
H 0.52 -0.26 -0.85
H 2.66 -0.81 1.38
H 3.17 -0.77 -0.40
H 1.71 1.31 1.48
H 3.75 2.58 1.43
H 4.25 0.80 1.51
H 4.34 1.85 0.03
H 2.33 2.74 -0.83
H 1.00 1.67 -1.07
H 2.54 1.15 -1.39
H 1.68 -1.40 -2.43
N -2.36 -3.15 0.01
N -1.94 1.18 -1.34
N -2.62 2.62 0.19
N 0.18 -0.96 1.16
O -1.72 -1.30 2.21
O 0.84 -3.22 -0.12
O 1.58 -2.26 -2.01

***

[10]
12
Properties=species:S:1:pos:R:3 method="wB97M-V/def2-TZVPD" orbital_gap_ha=0.3439 relative_energy_kj_mol=544.4 homo_ev=-9.472 total_energy_ev=-11282.898 charge=0 molar_mass_da=112.09 lumo_ev=-0.114
C -1.04 -0.22 0.05
C 0.07 -0.80 0.10
C 1.26 -0.06 -0.15
C -0.05 1.97 0.07
H -2.39 -1.72 0.18
H 0.04 -1.99 0.74
H 2.45 -1.59 -0.36
H -0.36 3.06 0.15
N 2.51 -0.59 -0.38
N 1.13 1.40 0.23
O -2.28 -0.70 -0.11
O -1.33 1.23 -0.53

***

[11]
9
Properties=species:S:1:pos:R:3 method="wB97M-V/def2-TZVPD" orbital_gap_ha=0.3076 relative_energy_kj_mol=20.1 homo_ev=-4.048 total_energy_ev=-8736.734 charge=-1 molar_mass_da=78.05 lumo_ev=4.323
N -1.07 0.30 0.04
C -0.31 0.46 -1.17
O 0.88 0.07 -1.11
O -0.92 0.99 -2.12
H -1.83 0.92 0.27
H -0.93 -0.48 0.66
H 1.32 -0.39 1.83
H 1.41 -0.72 0.35
O 1.45 -1.15 1.25

***

[12]
55
Properties=species:S:1:pos:R:3 method="wB97M-V/def2-TZVPD" orbital_gap_ha=0.3191 relative_energy_kj_mol=129.5 homo_ev=-8.300 total_energy_ev=-44231.595 charge=0 molar_mass_da=410.54 lumo_ev=0.382
C -3.29 -3.79 -0.84
C -1.91 -3.27 -0.54
C -1.75 -2.04 0.10
C -0.49 -1.57 0.39
C 0.64 -2.31 0.03
C 0.48 -3.54 -0.59
C -0.78 -4.01 -0.87
H -0.90 -4.97 -1.36
H 1.36 -4.12 -0.86
C 1.96 -1.76 0.30
N 2.21 -0.53 0.65
C 3.57 -0.46 0.79
C 4.10 -1.69 0.50
O 3.07 -2.51 0.19
C 5.49 -2.20 0.47
H 6.11 -1.53 -0.12
H 5.90 -2.25 1.48
H 5.50 -3.20 0.04
C 4.26 0.80 1.14
H 3.58 1.51 1.60
H 5.12 0.61 1.78
S 4.98 1.65 -0.38
O 5.72 0.60 -1.07
C 3.40 1.80 -1.34
C 2.42 2.76 -0.71
O 2.47 3.96 -0.90
N 1.50 2.17 0.08
C 0.39 2.87 0.68
C -0.93 2.37 0.10
H -0.94 1.28 0.16
C -2.15 2.91 0.86
C -3.37 2.15 0.44
C -4.10 2.53 -0.69
C -5.19 1.79 -1.11
C -5.57 0.66 -0.41
C -4.86 0.27 0.71
C -3.77 1.02 1.13
H -3.22 0.71 2.01
H -5.16 -0.60 1.27
H -6.42 0.08 -0.74
H -5.74 2.09 -1.99
H -3.80 3.41 -1.24
H -1.99 2.79 1.93
H -2.27 3.97 0.65
H -1.00 2.64 -0.95
H 0.41 2.72 1.76
H 0.53 3.94 0.47
H 1.55 1.16 0.23
H 2.99 0.80 -1.47
H 3.72 2.20 -2.31
H -0.35 -0.63 0.90
H -2.61 -1.46 0.36
H -3.28 -4.45 -1.70
H -3.97 -2.97 -1.02
H -3.66 -4.35 0.01

***

[13]
22
Properties=species:S:1:pos:R:3 method="wB97M-V/def2-TZVPD" orbital_gap_ha="0.2868 / 0.2868" relative_energy_kj_mol=774.7 homo_ev="-8.550 / -8.551" total_energy_ev=-16431.393 charge=0 molar_mass_da=170.17 lumo_ev="-0.747 / -0.747"
C 0.63 0.61 0.84
C 0.20 1.43 1.71
C -0.57 -1.88 -2.29
C -1.00 -0.22 -0.57
C 0.13 -0.87 -1.35
C 0.93 1.78 2.95
N -0.54 -3.09 -2.03
N 1.56 -0.17 0.36
N 1.24 -1.33 -0.46
N -1.57 0.93 -0.95
O -2.40 1.46 -0.14
O -1.21 1.60 -1.97
H -0.79 1.92 1.63
H -1.27 -1.38 -3.09
H -1.46 -0.65 0.30
H 0.56 -0.09 -2.17
H 1.90 2.13 2.73
H 1.02 0.85 3.48
H 0.34 2.47 3.52
H -1.01 -3.69 -2.69
H 2.45 0.18 0.04
H 0.83 -1.97 0.17